Record 1
Computed, not measured: C21H19NO3 in the gas phase at a distorted geometry, with wB97M-V/def2-TZVPD.

Calculated values
- SMILES: C[N+](C)([O-])CCOc1cc2c(c3ccccc13)-c1ccccc1C2=O
- Calculated total energy: -1091.9775 a.u.
- Highest occupied orbital energy: -7.777 eV
- Relative energy (zero: lowest compared OMol25 entry of this formula, charge and spin): 118.8 kcal/mol
- Multiplicity: 1
- Gap between HOMO and LUMO: 6.944 eV

Each line ends with the Mulliken charge.
CARTESIAN COORDINATES (ANGSTROEM)
1 C -4.469252 0.633053 1.081035  -0.931
2 N -4.080165 1.686335 2.025840  0.801
3 C -5.041662 1.730684 3.137878  -0.946
4 O -4.189405 2.743261 1.440148  -0.857
5 C -2.717525 1.606253 2.544072  -1.064
6 C -1.605215 1.583919 1.488146  -0.693
7 O -1.522805 0.274345 0.866341  -0.273
8 C -0.351181 0.046392 0.178435  0.743
9 C 0.313209 1.079950 -0.467974  -0.458
10 C 1.531256 0.775011 -1.068461  -0.729
11 C 2.077175 -0.512494 -1.129180  -0.098
12 C 1.439528 -1.582312 -0.425767  0.835
13 C 1.963974 -2.861609 -0.275472  -1.077
14 C 1.257059 -3.865068 0.430641  -0.674
15 C -0.040268 -3.592471 0.913335  -0.651
16 C -0.528491 -2.287268 0.825869  -0.617
17 C 0.169300 -1.272632 0.131539  0.860
18 C 3.235528 -0.431321 -2.029051  0.935
19 C 4.141895 -1.413799 -2.521199  -0.015
20 C 5.182193 -1.075853 -3.412741  -0.989
21 C 5.322999 0.263389 -3.759331  -0.309
22 C 4.430584 1.259543 -3.285280  -0.642
23 C 3.379836 0.864487 -2.481142  -0.269
24 C 2.313117 1.634430 -1.919292  0.568
25 O 1.981212 2.793572 -2.159533  -0.669
26 H -3.927893 0.796385 0.165529  0.282
27 H -5.549696 0.658539 0.899507  0.377
28 H -4.205539 -0.358154 1.438786  0.367
29 H -4.780616 1.068829 3.954664  0.345
30 H -5.053138 2.744104 3.570002  0.311
31 H -6.029543 1.458237 2.759179  0.300
32 H -2.551878 2.457344 3.218320  0.435
33 H -2.615533 0.709878 3.158142  0.335
34 H -0.674001 1.824056 2.011192  0.564
35 H -1.805333 2.341777 0.725730  0.411
36 H -0.051898 2.082373 -0.527099  0.566
37 H 2.900150 -3.088935 -0.704613  0.337
38 H 1.637671 -4.870622 0.590594  0.387
39 H -0.641579 -4.343146 1.392474  0.426
40 H -1.489868 -2.152444 1.304169  0.306
41 H 4.080995 -2.447690 -2.241117  0.321
42 H 5.832180 -1.849807 -3.845435  0.400
43 H 6.163413 0.580536 -4.439759  0.294
44 H 4.569211 2.308944 -3.559122  0.454

Forces on atoms 1 to 3 (eV/Å):
0.0 -2.2 -0.2
-0.4 -4.1 2.7
-0.9 -0.4 1.9


Record 2
Computed, not measured: C21H19NO5 in the gas phase, with wB97M-V/def2-TZVPD.

Calculated values
- SMILES: COc1cc2c(cc1OC)CN(C(=O)c1cc(=O)c3ccccc3o1)CC2
- Calculated total energy: -1242.5852 a.u.
- Highest occupied orbital energy: -8.181 eV
- Relative energy (zero: lowest compared OMol25 entry of this formula, charge and spin): 0.0 kcal/mol
- Multiplicity: 1
- Gap between HOMO and LUMO: 8.384 eV

Each line ends with the Mulliken charge.
CARTESIAN COORDINATES (ANGSTROEM)
1 C -0.768216 3.288419 5.084614  -0.907
2 O -0.214238 3.524072 3.814443  -0.443
3 C 0.124859 2.453315 3.048197  1.000
4 C -0.026412 1.129781 3.412376  -0.420
5 C 0.352359 0.091256 2.561722  -0.030
6 C 0.886450 0.394227 1.322602  0.072
7 C 1.047557 1.727049 0.943860  -0.574
8 C 0.677891 2.760028 1.782338  0.961
9 O 0.797752 4.084887 1.499414  -0.454
10 C 1.347988 4.457162 0.260937  -0.893
11 C 1.333931 -0.684436 0.363834  -1.352
12 N 0.881042 -1.989931 0.773720  0.174
13 C 0.240577 -2.874001 -0.006856  0.527
14 O -0.172412 -3.949714 0.377346  -0.663
15 C 0.085362 -2.480852 -1.464049  0.146
16 C 1.012811 -2.779529 -2.392640  -0.042
17 C 0.805022 -2.481902 -3.804505  0.291
18 O 1.637381 -2.685547 -4.670246  -0.684
19 C -0.521687 -1.896096 -4.077646  0.522
20 C -0.914806 -1.592414 -5.383452  -0.538
21 C -2.152366 -1.045442 -5.634056  -0.665
22 C -3.024628 -0.787850 -4.579565  -0.285
23 C -2.660531 -1.077857 -3.282841  -0.735
24 C -1.408261 -1.636953 -3.027979  0.190
25 O -1.097191 -1.903101 -1.730284  -0.377
26 C 1.062424 -2.263721 2.183117  -1.124
27 C 0.157609 -1.337449 2.990428  -1.040
28 H -1.709974 2.733442 5.017952  0.350
29 H -0.960717 4.273097 5.507330  0.232
30 H -0.072622 2.746385 5.734109  0.355
31 H -0.443871 0.872808 4.373049  0.470
32 H 1.470986 1.935494 -0.026195  0.469
33 H 0.742935 4.093025 -0.576233  0.352
34 H 1.348622 5.545857 0.256316  0.235
35 H 2.375660 4.094990 0.150248  0.343
36 H 2.434294 -0.685572 0.317503  0.244
37 H 0.964047 -0.462362 -0.639618  0.417
38 H 1.938338 -3.249999 -2.102962  0.537
39 H -0.214666 -1.803828 -6.177456  0.461
40 H -2.450202 -0.815947 -6.645584  0.399
41 H -3.995931 -0.360191 -4.777015  0.390
42 H -3.323123 -0.889715 -2.452869  0.457
43 H 2.111869 -2.088416 2.440398  0.374
44 H 0.812572 -3.311381 2.356624  0.490
45 H -0.884883 -1.625308 2.823715  0.326
46 H 0.366398 -1.445782 4.055858  0.442

Forces on atoms 1 to 3 (eV/Å):
-0.1 -0.1 0.2
0.2 0.0 -0.4
0.0 0.1 0.0


Record 3
Computed, not measured: C21H20AsCl3NO7SV as an isolated structure at a distorted geometry, with wB97M-V/def2-TZVPD.

Calculated values
- Calculated total energy: -6351.7289 a.u.
- Highest occupied orbital energy: -14.053 eV
- Multiplicity: 1
- Charge: +2
- Gap between HOMO and LUMO: 6.223 eV

Each line ends with the Mulliken charge.
CARTESIAN COORDINATES (ANGSTROEM)
1 V -0.068730 -0.396204 -0.462278  0.561
2 O 1.382109 -1.819817 -3.694179  -0.580
3 As 0.291172 -2.715999 -2.687956  0.527
4 O -0.577743 -1.236226 -1.856034  -0.524
5 O 1.387650 -2.768674 -1.285315  -0.003
6 C 2.755350 -2.769263 -1.281542  0.019
7 C 3.486915 -3.837451 -1.762161  -0.650
8 C 4.871463 -3.826688 -1.655099  -0.577
9 C 5.536100 -2.765576 -1.055565  -0.785
10 C 4.811441 -1.693385 -0.567703  -0.494
11 C 3.423668 -1.697129 -0.688679  0.193
12 S 2.557254 -0.285087 -0.182436  1.852
13 O 1.683792 0.172935 -1.313237  -0.463
14 O 3.419680 0.674488 0.401492  -0.598
15 O 1.390130 -0.700743 0.755222  -0.597
16 H 1.195979 -1.876564 -4.641857  0.351
17 H 2.976595 -4.687071 -2.197569  0.475
18 H 5.435367 -4.667409 -2.036194  0.432
19 H 6.612918 -2.771851 -0.969922  0.441
20 H 5.307141 -0.851296 -0.104584  0.555
21 Cl -6.366654 -3.720962 1.288001  -0.153
22 C -4.908658 -2.841711 1.084364  0.319
23 C -3.720311 -3.531982 0.888734  -0.819
24 C -2.548601 -2.816824 0.718391  0.796
25 Cl -1.062096 -3.657782 0.498014  -0.166
26 C -2.557991 -1.422911 0.756624  -0.957
27 O -1.409685 -0.720059 0.597684  -0.085
28 C -3.763313 -0.750472 0.957578  0.807
29 Cl -3.792179 0.973590 0.968700  -0.140
30 C -4.941760 -1.453980 1.117707  -0.798
31 H -3.703611 -4.611884 0.870408  0.497
32 H -5.873401 -0.927143 1.264535  0.489
33 C -0.589594 4.000829 2.616437  -0.832
34 N 0.261433 2.792972 2.406860  -0.045
35 C -0.458799 1.544869 2.791373  -0.763
36 C 0.871621 2.687691 1.016397  -1.023
37 C -0.127329 2.678275 -0.107639  1.334
38 C -0.585895 3.914473 -0.564369  -0.794
39 C -1.514618 4.019909 -1.585910  -0.847
40 C -2.011366 2.875098 -2.181228  -0.856
41 C -1.562620 1.627480 -1.768777  -0.112
42 C -0.626238 1.532901 -0.744786  0.949
43 H -0.858221 4.048192 3.668459  0.350
44 H -1.483085 3.907586 2.005480  0.397
45 H -0.026230 4.886707 2.334707  0.352
46 H 1.062362 2.883599 3.033860  0.363
47 H -1.275848 1.392125 2.090740  0.260
48 H -0.846519 1.660275 3.800163  0.412
49 H 0.238685 0.710713 2.749565  0.246
50 H 1.481778 1.794804 1.064935  0.072
51 H 1.540876 3.541844 0.920471  0.642
52 H -0.185313 4.818461 -0.120484  0.512
53 H -1.840594 4.995429 -1.919467  0.467
54 H -2.739376 2.941786 -2.978454  0.476
55 H -1.955102 0.745114 -2.253477  0.516

Forces on atoms 1 to 3 (eV/Å):
-1.0 0.0 -0.4
0.0 0.1 0.0
-0.3 0.1 0.1


Record 4
Computed, not measured: C21H20AsN5O7RuS3 as an isolated structure, with wB97M-V/def2-TZVPD.

Calculated values
- Calculated total energy: -5138.1038 a.u.
- Highest occupied orbital energy (alpha / beta): -4.655 / -4.506 eV
- Relative energy (zero: lowest compared OMol25 entry of this formula, charge and spin): 3.1 kcal/mol
- Multiplicity: 2
- Charge: -1
- ⟨S²⟩: 0.76
- Gap between HOMO and LUMO (alpha / beta): 7.204 / 6.715 eV

Each line ends with the Mulliken charge.
CARTESIAN COORDINATES (ANGSTROEM)
1 Ru -0.021200 -0.557842 0.806598  1.609
2 N -1.110018 -4.232972 2.650400  -0.507
3 C -0.826154 -3.228671 1.760420  0.572
4 S 0.734729 -2.463191 1.866049  -0.365
5 N -1.696062 -2.944662 0.849930  -1.239
6 N -1.235248 -1.944181 0.017003  1.102
7 C -1.792441 -1.844391 -1.129139  -0.997
8 C -1.299479 -1.005331 -2.190749  0.638
9 C -2.060549 -0.881743 -3.354066  -0.517
10 C -1.610594 -0.173610 -4.450865  -0.736
11 C -0.349437 0.412697 -4.388099  -0.626
12 C 0.435212 0.290093 -3.260796  -0.033
13 C -0.007081 -0.408751 -2.117267  0.483
14 O 0.782453 -0.519323 -1.088748  -0.936
15 H -0.653555 -4.118614 3.541478  0.258
16 H -2.096102 -4.434293 2.724510  0.260
17 H -2.625794 -2.514455 -1.325875  0.354
18 H -3.033225 -1.361680 -3.383005  0.377
19 H -2.222348 -0.080840 -5.338117  0.377
20 H 0.024627 0.978593 -5.233939  0.374
21 H 1.412794 0.759180 -3.225238  0.221
22 O -0.323678 1.517310 4.100606  -0.665
23 As -1.763081 0.728495 3.474248  0.725
24 O -2.675811 0.179968 4.698684  -0.823
25 O -1.241200 -0.470278 2.422004  -0.230
26 C -2.768491 2.213171 2.648122  -0.796
27 C -3.817494 2.663701 3.439037  -0.352
28 C -4.573956 3.767834 3.058013  -0.588
29 C -4.286731 4.439000 1.880028  -0.501
30 C -3.244446 3.997091 1.074203  -0.431
31 C -2.503032 2.896994 1.459277  0.300
32 S -1.200007 2.292799 0.417010  1.574
33 O -0.898137 3.257391 -0.612721  -0.779
34 O -1.684274 0.984358 -0.028762  -0.478
35 O -0.088060 2.083279 1.360411  -0.840
36 H 0.216711 1.762920 3.333688  0.382
37 H -4.032036 2.129010 4.356330  0.536
38 H -5.387043 4.101513 3.690922  0.369
39 H -4.869961 5.301903 1.583775  0.378
40 H -2.996933 4.497360 0.146628  0.471
41 N 2.301630 2.128287 -0.188302  -0.417
42 C 2.778743 0.909705 0.102202  0.335
43 S 2.360083 0.178473 1.576956  -0.528
44 N 3.625800 0.385134 -0.809949  -0.231
45 C 4.010459 -0.969128 -0.988947  0.831
46 C 4.283572 -1.850250 0.050278  -0.267
47 C 4.650855 -3.154687 -0.245289  -0.712
48 C 4.772927 -3.588211 -1.555912  -0.451
49 C 4.520929 -2.698743 -2.589322  -0.722
50 C 4.139456 -1.399163 -2.306771  -0.355
51 H 1.533831 2.413563 0.420472  0.236
52 H 2.180353 2.393059 -1.156562  0.302
53 H 3.648298 0.898261 -1.679021  0.284
54 H 4.189507 -1.527994 1.074217  0.494
55 H 4.837018 -3.840497 0.571310  0.370
56 H 5.054143 -4.611040 -1.770622  0.380
57 H 4.599288 -3.018579 -3.620543  0.356
58 H 3.900245 -0.718021 -3.116181  0.179

Forces on atoms 1 to 3 (eV/Å):
-0.2 -0.5 0.2
0.0 0.0 0.1
-0.1 0.0 -0.2